Here is a 11-piece molecular cluster, C51H125N11O5 overall in a non-equilibrium geometry from the Open Molecules 2025 dataset. Energies are from ωB97M-V with the def2-TZVPD basis set.

Geometry (Å):
C -0.08919 6.06681 -5.19279
C -0.06168 4.84253 -4.27014
N -1.26168 4.02754 -4.38592
C -1.06498 2.70134 -3.77150
C -0.34152 1.68157 -4.63222
C -2.50627 4.61520 -3.97188
C -3.59952 3.95006 -4.78389
H -0.25160 5.81685 -6.25097
H 0.79746 6.69259 -5.05594
H -0.92692 6.69637 -4.91743
H 0.78818 4.19247 -4.56361
H 0.07844 5.15189 -3.23791
H -0.47266 2.76899 -2.83754
H -2.06308 2.35196 -3.55345
H -0.23493 0.73691 -4.08437
H -0.98355 1.50507 -5.51388
H 0.69132 1.99628 -4.88943
H -2.49201 5.68580 -4.14812
H -2.68710 4.46690 -2.90155
H -4.61249 4.19298 -4.45638
H -3.52070 2.86627 -4.85110
H -3.54050 4.31908 -5.80652
C -0.03025 -5.16262 2.65388
C 1.33397 -4.60517 3.00928
N 2.38158 -4.77128 2.02159
C 2.84305 -6.13864 1.92437
C 3.78653 -6.26800 0.74970
C 3.46768 -3.77536 2.29125
C 3.03270 -2.30941 2.16923
H -0.65478 -5.14650 3.54628
H 0.03080 -6.17830 2.26813
H -0.50929 -4.54244 1.89803
H 1.26136 -3.56337 3.29500
H 1.59168 -5.05258 3.98935
H 3.24628 -6.58435 2.85794
H 1.94636 -6.72288 1.73360
H 4.12071 -7.31936 0.63823
H 3.25378 -5.94748 -0.14609
H 4.69395 -5.67292 0.82755
H 4.28923 -3.95127 1.57717
H 3.88752 -3.94823 3.28622
H 3.92124 -1.69521 2.18276
H 2.36571 -2.05563 2.97623
H 2.48637 -2.11121 1.23699
C -5.22152 -0.84042 4.30748
C -3.80745 -1.36206 4.42407
N -2.96045 -0.36619 5.01858
C -3.08805 -0.30248 6.49859
C -2.88510 1.09460 7.04013
C -1.64374 -0.35190 4.56024
C -0.74019 -1.59032 4.76661
H -5.73724 -1.57067 3.67161
H -5.21528 0.14441 3.84180
H -5.84433 -0.73598 5.18307
H -3.70442 -2.35591 4.89943
H -3.46418 -1.47372 3.40493
H -4.11543 -0.59478 6.71251
H -2.36208 -0.96665 7.02363
H -2.98798 1.15251 8.14518
H -1.88297 1.38424 6.75982
H -3.56903 1.79514 6.57501
H -1.09391 0.50767 4.93335
H -1.71032 -0.19265 3.48559
H -0.44191 -1.66602 5.80393
H 0.15306 -1.49067 4.15583
H -1.23268 -2.53471 4.50931
C 5.53217 -2.79137 -3.96493
C 5.06677 -1.72900 -4.93807
N 4.40477 -0.62659 -4.26430
C 3.09211 -1.04027 -3.75882
C 1.96111 -1.40528 -4.73207
C 4.33523 0.57843 -5.08790
C 5.67670 1.25067 -5.37371
H 4.72985 -3.45207 -3.58090
H 5.91839 -2.23093 -3.07796
H 6.36474 -3.40022 -4.33965
H 5.95117 -1.34219 -5.42536
H 4.45231 -2.21664 -5.73541
H 2.68197 -0.22022 -3.14976
H 3.22150 -1.83632 -2.99883
H 1.05202 -1.47412 -4.16481
H 2.11780 -2.35235 -5.25481
H 1.82973 -0.65985 -5.49814
H 3.79200 0.40830 -6.06601
H 3.67212 1.27057 -4.55033
H 6.25051 0.72787 -6.12189
H 5.52199 2.27152 -5.76810
H 6.28932 1.29350 -4.48002
C 4.68192 0.08785 -0.69398
C 4.71879 1.59423 -0.97832
N 3.85962 2.37474 -0.08325
C 4.38001 2.48383 1.25072
C 3.40214 3.14372 2.19070
C 3.43085 3.62250 -0.68216
C 2.55740 3.44239 -1.92300
H 3.66231 -0.35785 -0.74520
H 5.07223 -0.08900 0.31979
H 5.32959 -0.49839 -1.41083
H 5.78418 1.91178 -0.93980
H 4.36221 1.77015 -1.99197
H 4.65267 1.45259 1.58553
H 5.32292 3.09621 1.24907
H 3.32076 4.21196 2.05242
H 2.41176 2.72368 2.12029
H 3.72862 3.00486 3.22754
H 4.32005 4.21502 -0.99954
H 2.90003 4.25703 0.02043
H 1.97495 4.36726 -2.04697
H 1.80461 2.64376 -1.77021
H 3.12172 3.33032 -2.85479
C -0.86167 4.04379 2.24428
C -2.39205 4.16307 2.37312
N -3.15789 3.91739 1.20246
C -3.15700 2.50386 0.90432
C -3.77548 1.64688 2.00447
C -2.79222 4.73033 0.07064
C -3.17894 6.20656 0.15727
H -0.46985 4.75670 1.55267
H -0.52018 3.05314 1.93258
H -0.45296 4.20551 3.27438
H -2.73751 3.49238 3.15955
H -2.62796 5.19264 2.68400
H -3.83369 2.36359 0.02794
H -2.15373 2.09890 0.70324
H -3.95290 0.62180 1.63994
H -3.14567 1.62280 2.92199
H -4.74720 2.07439 2.16692
H -3.27830 4.32439 -0.81050
H -1.70634 4.71257 -0.18387
H -4.23864 6.30419 0.47985
H -3.04292 6.64972 -0.81500
H -2.59210 6.74868 0.93739
C -4.98587 0.21549 -2.20842
O -6.07810 0.70479 -2.03668
N -4.32710 -0.01920 -3.38695
C -3.22556 -0.94450 -3.32768
C -5.03204 0.00087 -4.63140
H -4.28984 0.04993 -1.36637
H -3.55131 -1.93298 -3.65703
H -2.86995 -1.07352 -2.30220
H -2.43340 -0.57061 -3.95745
H -5.79787 0.76234 -4.64596
H -4.33526 0.34476 -5.42819
H -5.46135 -0.98499 -4.93351
C 0.11683 -5.38184 -0.99764
O -0.72187 -6.21926 -1.28641
N 0.38900 -4.23217 -1.62758
C 1.61185 -3.55295 -1.25546
C -0.26495 -4.00411 -2.88920
H 0.72405 -5.47522 -0.04586
H 2.02939 -3.83972 -0.29144
H 1.47714 -2.48134 -1.15034
H 2.43975 -3.72476 -1.96597
H 0.18065 -4.60655 -3.70596
H -1.29896 -4.30372 -2.78659
H -0.23557 -2.93837 -3.14899
C 1.32347 2.93297 5.93915
O 1.61702 3.59032 4.94508
N 1.57251 1.61341 6.06840
C 1.23390 0.90627 7.26632
C 2.24811 0.81990 5.07536
H 0.87314 3.38576 6.86213
H 1.04627 1.57538 8.10183
H 2.06112 0.29986 7.66976
H 0.40621 0.20828 7.12897
H 3.28369 0.58007 5.39196
H 1.67942 -0.08756 4.87364
H 2.34566 1.31222 4.14773
C -4.84210 -3.04444 0.62977
O -4.01218 -2.15449 0.65021
N -4.68071 -4.22491 -0.04528
C -5.82348 -5.12956 -0.18834
C -3.46538 -4.44835 -0.76635
H -5.82705 -2.97932 1.12302
H -6.66592 -4.84033 0.42616
H -5.50406 -6.10656 0.21921
H -6.14647 -5.23973 -1.20859
H -2.93955 -5.36406 -0.47353
H -3.63907 -4.38693 -1.86816
H -2.76462 -3.62901 -0.55127
C 0.38213 -0.20059 -1.22554
O -0.23506 -0.90016 -1.99566
N 0.18300 -0.17204 0.14804
C 0.91845 0.67424 1.00202
C -0.80422 -1.03808 0.72830
H 1.13225 0.56561 -1.44701
H 0.30108 1.38202 1.58396
H 1.67464 1.28704 0.46927
H 1.47371 0.12128 1.78836
H -1.59177 -0.47558 1.19222
H -1.24877 -1.69367 0.02391
H -0.35938 -1.66378 1.52507

Spin multiplicity ... 1
SMILES ... CCN(CC)CC.CCN(CC)CC.CCN(CC)CC.CCN(CC)CC.CCN(CC)CC.CCN(CC)CC.CN(C)C=O.CN(C)C=O.CN(C)C=O.CN(C)C=O.CN(C)C=O
Energy relative to the best compared isomer or geometry (same formula, charge and spin) ... 3.860 eV


Here is a 12-piece molecular cluster, C28H65F3N23O13PS overall in a non-equilibrium geometry from the Open Molecules 2025 dataset. Energies are from ωB97M-V with the def2-TZVPD basis set.

Geometry (Å):
C 5.55469 1.48054 -1.89547
C 4.88877 0.90587 -3.14797
C 3.40146 0.61803 -2.94233
C 2.79773 -0.34653 -3.97906
C 2.19587 -1.62774 -3.38870
C 0.86178 -1.55993 -2.69272
C 0.03205 -2.61538 -2.55483
P 0.37030 -4.25352 -3.20518
S 0.00530 -4.50533 -5.11057
C -1.25456 -2.46109 -1.82483
O -2.24567 -3.09953 -2.12749
C -1.27178 -1.47597 -0.70920
C -2.23155 -1.71197 0.42044
C -3.61520 -1.05049 0.18030
C -3.70290 0.33312 0.71797
F -3.65419 1.30561 -0.21668
C -3.77164 0.75400 1.96894
F -3.68120 0.00121 3.03267
F -3.79787 2.02972 2.29436
C -0.47220 -0.39761 -0.83528
C -0.34410 0.75493 0.12529
C 1.03291 0.85525 0.73562
N 1.18833 1.32060 1.90572
C 0.33242 -0.28690 -2.09440
O 0.48730 0.80731 -2.60557
H 6.39547 2.12935 -2.13694
H 4.83628 2.09260 -1.33961
H 5.88746 0.68964 -1.22104
H 5.40644 0.00191 -3.47871
H 4.97692 1.64815 -3.94712
H 3.23623 0.23553 -1.92745
H 2.86877 1.57095 -2.98271
H 2.06554 0.15067 -4.61462
H 3.60384 -0.67990 -4.63906
H 2.91532 -2.01397 -2.65248
H 2.12059 -2.38793 -4.17243
H -0.30933 -5.11458 -2.34992
H 1.71550 -4.42653 -2.86799
H -1.76993 -1.31192 1.32456
H -2.38475 -2.77954 0.58074
H -4.41690 -1.69012 0.54866
H -3.77388 -0.92404 -0.89330
H -0.55851 1.69649 -0.38975
H -1.04648 0.64585 0.95304
H 1.87274 0.50515 0.12482
H 2.17246 1.33427 2.16883
C -8.11037 0.90602 2.93488
O -9.04785 0.42081 3.53704
N -6.95250 1.28978 3.56290
N -8.12763 1.10758 1.57926
H -6.17732 1.70023 3.07881
H -6.90442 1.16447 4.55582
H -8.96034 0.84213 1.08882
H -7.36822 1.51743 1.07006
C 1.09492 4.96162 -3.39485
O 1.18317 6.03237 -3.97095
N 0.89462 3.77489 -4.05273
N 1.19027 4.82783 -2.03812
H 0.82522 2.90254 -3.56109
H 0.80774 3.78899 -5.05014
H 1.35275 5.64377 -1.48299
H 1.08121 3.95319 -1.55953
C 1.31414 4.66344 1.86047
O 0.87768 4.07923 0.87677
N 1.66341 3.99318 2.99735
N 1.49379 6.01748 1.90161
H 2.05331 4.44252 3.80580
H 1.55221 2.99420 2.99183
H 1.23076 6.54916 1.09399
H 1.88635 6.49779 2.69425
C 2.01838 -8.63767 -5.27952
O 2.69814 -8.47093 -4.26455
N 1.87253 -9.86699 -5.85469
N 1.34770 -7.63772 -5.89938
H 1.30148 -10.01489 -6.67318
H 2.35289 -10.64330 -5.44317
H 1.40061 -6.69714 -5.53461
H 0.76186 -7.80654 -6.69723
C -0.15981 -7.61410 -0.81950
O -0.29793 -6.41357 -0.61489
N -1.14857 -8.51060 -0.52557
N 0.96964 -8.13953 -1.35752
H -1.05306 -9.49810 -0.66675
H -1.99382 -8.14917 -0.12684
H 1.70130 -7.50709 -1.62059
H 1.09308 -9.11768 -1.54555
C -1.03897 4.31843 4.91698
O -0.36567 5.30059 5.21106
N -1.12390 3.22458 5.72261
N -1.69770 4.25717 3.72791
H -1.65159 2.40634 5.48563
H -0.62481 3.25321 6.59176
H -1.61373 5.05262 3.12442
H -2.22169 3.46070 3.41578
C -2.55878 8.83205 4.44568
O -3.28852 9.80805 4.38138
N -2.18254 8.26966 5.62932
N -2.03553 8.21202 3.34637
H -1.56790 7.47483 5.69640
H -2.54756 8.66969 6.47285
H -2.26119 8.57736 2.44096
H -1.40774 7.43370 3.43013
C -1.08695 -11.23272 -7.04659
O -0.54069 -10.30992 -7.63473
N -1.10278 -12.50340 -7.54463
N -1.72043 -11.05202 -5.85035
H -1.54991 -13.27251 -7.08389
H -0.65218 -12.65585 -8.42720
H -1.72435 -10.12301 -5.47139
H -2.18369 -11.78897 -5.35437
C 2.32581 7.99869 3.20565
O 2.75488 7.40315 2.22558
N 1.44488 7.41894 4.06753
N 2.68437 9.28434 3.49760
H 1.06419 7.87539 4.87681
H 1.17826 6.46769 3.89307
H 3.33028 9.73344 2.87694
H 2.34077 9.78144 4.29748
C -0.30704 10.93094 8.02649
O 0.21674 9.83141 7.93952
N 0.10777 11.86432 8.93837
N -1.33985 11.30941 7.21755
H -0.30703 12.77164 9.02698
H 0.86445 11.60847 9.54339
H -1.65229 10.64040 6.53874
H -1.78533 12.20585 7.25416
C 3.12306 -11.67624 -1.52094
O 2.82495 -12.75562 -1.04327
N 2.63877 -11.24300 -2.72844
N 3.96021 -10.79556 -0.89142
H 2.86584 -10.34493 -3.13170
H 2.02908 -11.86899 -3.22041
H 4.33625 -11.07351 -0.00508
H 4.21887 -9.91024 -1.28432

Spin multiplicity ... 1
SMILES ... [H]/N=C/CC1=C(CCC(F)=C(F)F)C(=O)C([PH2]=S)=C(CCCCC)C1=O.NC(N)=O.NC(N)=O.NC(N)=O.NC(N)=O.NC(N)=O.NC(N)=O.NC(N)=O.NC(N)=O.NC(N)=O.NC(N)=O.NC(N)=O


Here is a 8-piece molecular cluster, C29H64FNO10 overall in a non-equilibrium geometry from the Open Molecules 2025 dataset. Energies are from ωB97M-V with the def2-TZVPD basis set.

Geometry (Å):
N 0.13229 7.03248 -3.29247
C -0.92565 6.16466 -3.40794
C -1.06091 5.00143 -4.60162
C -1.63486 3.65780 -3.83735
C -0.94387 2.53164 -3.15202
C 0.68740 2.38476 -3.05375
C 1.17577 2.23288 -1.47846
F 2.08422 3.38928 -1.16990
C -2.17082 1.59103 -2.58417
O -2.17616 0.36574 -2.04304
O -3.47013 2.31116 -2.67388
C -3.25567 3.34106 -3.70120
O -4.15430 3.98417 -4.48510
H 0.78324 6.84687 -4.08688
H -1.77923 6.19241 -2.60350
H -1.83475 5.42702 -5.40529
H -0.00101 4.87471 -5.08096
H 1.25501 3.27576 -3.59850
H 0.98087 1.37343 -3.61350
H 1.73217 1.18641 -1.35560
H 0.18979 2.23882 -0.81849
C 4.42948 2.66273 0.93029
C 4.32510 1.14635 0.89658
C 4.82154 0.52762 2.19363
O 5.09605 0.64393 -0.19173
H 5.47037 2.98119 1.05698
H 4.08035 3.09360 -0.01423
H 3.83423 3.08134 1.74765
H 3.28401 0.85284 0.72363
H 5.87634 0.77039 2.36511
H 4.75207 -0.56460 2.15031
H 4.23805 0.88221 3.04888
H 6.02215 0.89986 -0.04666
C -4.82962 -2.70920 -1.97966
C -4.15319 -3.14954 -0.69125
C -4.56995 -2.27497 0.48051
O -2.73887 -3.08016 -0.85276
H -4.55257 -1.68037 -2.23594
H -4.51084 -3.33969 -2.81663
H -5.91906 -2.76626 -1.89303
H -4.40800 -4.19376 -0.48005
H -4.28370 -1.23073 0.31145
H -4.06593 -2.59572 1.39851
H -5.65161 -2.31900 0.64091
H -2.50337 -2.15636 -1.04071
C 4.34926 5.42935 -6.27284
C 2.88017 5.04241 -6.33206
C 2.56925 4.23651 -7.58324
O 2.08022 6.22188 -6.31913
H 4.62498 6.05358 -7.13029
H 4.55586 6.01939 -5.37350
H 4.99098 4.54290 -6.26547
H 2.61725 4.45846 -5.44336
H 2.78188 4.81846 -8.48717
H 1.50608 3.97563 -7.61865
H 3.15760 3.31430 -7.61517
H 2.30695 6.74673 -7.10482
C 6.56461 -2.06729 -3.21608
C 7.46262 -2.60869 -2.11521
C 6.67602 -3.44748 -1.12058
O 8.07997 -1.52109 -1.43167
H 5.78325 -1.42023 -2.80171
H 7.14188 -1.45548 -3.91757
H 6.08672 -2.88032 -3.77128
H 8.26168 -3.21423 -2.55652
H 5.89859 -2.84934 -0.63191
H 7.33278 -3.82022 -0.32725
H 6.20146 -4.30189 -1.61294
H 7.37789 -0.97781 -1.03656
C 0.10975 -2.53705 1.58260
C 1.04439 -2.21342 0.42797
C 2.50107 -2.37847 0.83102
O 0.82145 -0.87187 0.00163
H 0.28426 -1.86298 2.42882
H -0.93470 -2.40201 1.28172
H 0.24573 -3.56803 1.92351
H 0.82097 -2.86845 -0.42112
H 2.76037 -1.69877 1.65061
H 3.16246 -2.13031 -0.00602
H 2.70876 -3.40469 1.14940
H 1.01737 -0.28303 0.74934
C -5.86415 -3.72892 4.26955
C -4.37711 -3.99286 4.44415
C -4.00645 -5.39638 3.99209
O -4.02650 -3.83054 5.81599
H -6.45906 -4.42486 4.87177
H -6.11849 -2.71959 4.61043
H -6.16275 -3.83053 3.22162
H -3.80290 -3.25761 3.87003
H -4.53551 -6.15145 4.58448
H -2.93558 -5.57650 4.13505
H -4.24935 -5.54798 2.93585
H -4.53172 -4.47947 6.33353
C -6.23865 -0.28157 7.52453
C -6.15609 -1.11303 8.79470
C -4.75160 -1.09790 9.37676
O -6.53275 -2.45668 8.50494
H -5.56974 -0.67812 6.75237
H -7.25202 -0.31171 7.11003
H -5.96979 0.76158 7.71738
H -6.86528 -0.72625 9.53454
H -4.02996 -1.52339 8.67025
H -4.70422 -1.71036 10.28356
H -4.43815 -0.07922 9.62515
H -5.90841 -2.80835 7.84866

Spin multiplicity ... 1
SMILES ... [H]/N=C\CC1=C(CCF)C(=O)OC1=O.CC(C)O.CC(C)O.CC(C)O.CC(C)O.CC(C)O.CC(C)O.CC(C)O


The records above give, respectively, E_tot values of -81541.577, -119263.756, -55786.544 eV.
The records above give, respectively, HOMO level values of -8.020, -8.160, -10.049 eV.
The records above give, respectively, orbital gap values of 8.5449, 6.5992, 8.3649 eV.